Molecular formula: C7H7LuO6S
Method: DFT, ωB97M-V/def2-TZVPD

```
22
Properties=species:S:1:pos:R:3:mulliken_charge:R:1
O 0.563 5.444 -2.114 -0.1373
C 0.430 4.651 -2.925 0.1413
Lu -0.912 0.292 -0.591 1.3300
C -0.363 -1.891 -1.799 0.0992
O -0.367 -3.014 -1.340 -0.2572
C 0.150 -0.586 -3.933 0.4126
O 0.447 -0.287 -5.033 -0.1133
C 0.681 -1.234 -2.721 0.6109
O 1.903 -1.450 -2.658 -0.3552
C -2.122 -1.124 -2.207 0.1564
O -2.633 -1.658 -3.108 -0.1213
H -2.276 0.652 0.372 -0.2003
C -0.073 1.303 2.857 -0.9164
S 1.234 0.266 2.173 0.5396
C 0.970 -1.224 3.166 -0.8743
O 0.556 -0.106 0.785 -0.4738
H 0.325 1.850 3.718 0.3772
H -0.921 0.678 3.162 0.3605
H -0.396 2.009 2.080 0.3362
H -0.078 -1.313 3.469 0.3189
H 1.286 -2.096 2.586 0.3705
H 1.596 -1.161 4.062 0.3959
```

The LUMO energy (spin up / spin down) comes out at -10.10 / -10.32 eV. The HOMO energy (spin up / spin down) comes out at -17.11 / -16.83 eV. For the energy above the lowest of the compared OMol25 structures with the same formula, charge and spin, the calculation gives 648.4 kJ/mol. As for the gap between HOMO and LUMO (spin up / spin down): 7.01 / 6.51 eV. The charge is +2.

=====

Molecular formula: C9H11O3
Method: DFT, ωB97M-V/def2-TZVPD

```
23
Properties=species:S:1:pos:R:3:mulliken_charge:R:1
C -0.821 4.558 -0.062 -1.0932
C -0.550 3.006 0.039 0.8514
O -0.796 2.546 1.177 -0.7805
O -0.268 2.406 -0.979 -0.6961
H -1.791 4.680 0.350 0.2706
H -0.708 5.009 -1.042 0.3092
H 0.018 5.003 0.505 0.2532
C 1.581 -3.713 -1.780 -1.3675
C -0.302 -0.776 0.906 0.5066
C 0.060 -0.445 -0.445 -0.2551
C -0.006 -2.037 1.331 -0.4914
C 0.652 -1.297 -1.295 -0.7549
C 0.604 -2.917 0.395 -0.2687
C 0.902 -2.632 -0.893 0.8782
O -0.806 0.161 1.771 -0.6529
H -0.847 1.148 1.348 0.3923
H -0.341 0.533 -0.764 0.3199
H -0.413 -2.448 2.226 0.3943
H 0.592 -1.207 -2.381 0.2174
H 0.380 -4.055 0.763 0.0464
H 2.627 -3.794 -1.469 0.2712
H 1.560 -3.510 -2.839 0.3663
H 1.162 -4.753 -1.621 0.2833
```

The LUMO energy comes out at 3.50 eV. The HOMO energy comes out at -4.37 eV. For the energy above the lowest of the compared OMol25 structures with the same formula, charge and spin, the calculation gives 116.8 kJ/mol. As for the gap between HOMO and LUMO: 7.87 eV. The charge is -1.

=====

Molecular formula: C11H25N5O7Y
Method: DFT, ωB97M-V/def2-TZVPD

```
49
Properties=species:S:1:pos:R:3:mulliken_charge:R:1
O -2.678 1.868 -0.120 -0.6471
H -3.311 2.535 -0.433 0.0640
Y -0.451 -0.016 0.107 0.7866
N -0.914 1.511 1.778 0.8772
N 0.646 2.079 0.052 0.7416
N -0.922 -2.336 0.095 0.3898
N 1.086 -1.294 -1.304 0.3515
O -1.579 0.993 2.692 -0.5477
O -1.917 -3.004 0.853 -0.5264
O 2.240 -0.758 -1.932 -0.5020
O 1.611 2.091 -0.803 -0.6232
C 0.160 3.206 0.674 0.3369
C -0.761 2.892 1.681 0.3531
C -0.096 -3.192 -0.525 0.3289
C 0.985 -2.624 -1.331 0.3334
C -1.648 3.820 2.407 -1.3385
H -2.698 3.695 2.076 0.2914
H -1.352 4.861 2.199 0.3693
H -1.626 3.666 3.493 0.3287
C 0.489 4.571 0.193 -1.3860
H 0.201 4.716 -0.868 0.3255
H 1.562 4.818 0.281 0.3414
H -0.074 5.322 0.774 0.3428
C -0.205 -4.661 -0.303 -1.5868
C 1.964 -3.514 -2.037 -1.5057
H -1.179 -4.827 0.154 0.4555
H 0.576 -5.022 0.384 0.3456
H -0.101 -5.268 -1.208 0.4030
H 2.844 -2.939 -2.334 0.4072
H 1.529 -3.987 -2.922 0.3675
H 2.284 -4.346 -1.401 0.3782
H -2.396 -2.329 1.376 0.3399
H 2.180 0.238 -1.937 0.3693
C -1.448 0.411 -1.896 -0.8703
H -2.327 1.027 -1.434 0.2232
H -1.752 -0.474 -2.511 0.3065
H -0.893 1.077 -2.589 0.3293
O -3.834 -0.217 0.864 -0.6989
H -3.578 0.760 0.750 0.3822
H -4.004 -0.460 -0.057 0.2997
C 3.649 -0.287 0.957 -0.6610
C 2.602 -0.628 1.966 0.5911
N 3.084 -0.923 3.182 -0.3913
O 1.369 -0.629 1.734 -0.5808
H 4.608 -0.316 1.482 0.3778
H 3.485 0.719 0.556 0.1485
H 3.670 -1.021 0.145 0.1242
H 2.460 -1.122 3.959 0.2647
H 4.069 -0.859 3.377 0.1904
```

The LUMO energy (spin up / spin down) comes out at -5.76 / -5.76 eV. The HOMO energy (spin up / spin down) comes out at -10.22 / -10.23 eV. As for the gap between HOMO and LUMO (spin up / spin down): 4.47 / 4.47 eV. The charge is +1.

=====

Molecular formula: C7H15N3
Method: DFT, ωB97M-V/def2-TZVPD

```
25
Properties=species:S:1:pos:R:3:mulliken_charge:R:1
C -0.014 -1.238 0.734 -0.1350
C 0.766 -2.380 1.410 -0.5018
C -2.046 1.965 -1.662 -0.4079
C -1.012 2.905 -0.991 -0.6497
C -1.677 0.512 -1.241 -0.6102
C 0.199 1.978 -0.922 -0.4788
C 3.020 -2.907 1.912 -0.0589
N 2.135 -2.409 1.126 -0.0208
N 0.413 -0.394 -0.061 -0.6617
N -0.453 0.778 -0.331 0.2493
H -1.055 -1.056 1.213 0.3135
H 0.539 -2.223 2.473 0.3856
H 0.269 -3.347 1.084 0.3284
H -3.056 2.215 -1.224 0.3439
H -2.119 1.906 -2.732 0.3002
H -0.856 4.011 -1.357 0.3476
H -1.312 2.990 0.012 0.3266
H -2.359 0.001 -0.649 0.3905
H -1.447 -0.098 -2.061 0.3851
H 0.382 1.831 -1.995 0.2897
H 1.057 2.271 -0.387 0.4438
H 2.837 -3.269 2.918 0.2650
H 4.075 -3.003 1.831 0.3036
H 2.536 -2.039 0.221 0.3518
H -0.822 1.000 0.680 0.5003
```

The LUMO energy comes out at -8.53 eV. The HOMO energy comes out at -18.62 eV. The SMILES is C=[NH+]C/C=N/[NH+]1CCCC1. For the energy above the lowest of the compared OMol25 structures with the same formula, charge and spin, the calculation gives 437.8 kJ/mol. As for the gap between HOMO and LUMO: 10.09 eV. The charge is +2.

=====

The following max |F| values (in eV/A) correspond, in order, to the records above: 5.7 5.1 3.5 4.3.
The following total energy values (in Ha) correspond, in order, to the records above: -2355.214089 -575.313938 -1272.472606 -439.256486.